The molecule C5H10O2. Source: the OMol25 dataset; level of theory: wB97M-V/def2-TZVPD.

Values from the calculation:
LUMO level (hartree): 0.0371
SMILES: CO[C@H]1CO[C@H]1C
Highest occupied orbital energy (eV): -9.651
E (eV): -9440.48945
ΔE to the lowest compared entry with this formula, charge and spin (kcal/mol): 58.89

Element x y z (Å)
1 H 2.127 0.952 -1.559
2 H 2.262 2.166 -0.273
3 C 0.336 -1.319 0.943
4 C 2.002 1.120 -0.484
5 H -1.624 -1.118 -1.140
6 C 0.308 -0.419 -0.321
7 H 2.627 0.426 0.064
8 C -1.208 -0.628 -0.253
9 H -3.034 0.285 0.373
10 O -1.075 -1.560 0.839
11 H -2.062 1.306 -0.715
12 H 0.914 -2.251 0.909
13 H 0.586 -0.767 1.861
14 H 0.794 -0.841 -1.204
15 H -1.582 1.117 0.979
16 C -2.018 0.598 0.120
17 O 0.648 0.932 -0.138

Atom charges from the natural (NBO) analysis, given in e for atoms 1 to 2: number 1, H, carries 0.1655; number 2, H, carries 0.1961